7 unconnected molecules or ions with the total composition C41H31N2O13 in a non-equilibrium geometry, computed with wB97M-V/def2-TZVPD.

Atoms and positions in Å:
O1 -1.82 4.59 5.75
C1 -1.54 3.47 5.41
C2 -0.03 2.98 5.59
N1 0.57 3.05 4.23
C3 0.09 2.18 3.23
C4 0.87 2.60 2.11
N2 1.71 3.64 2.52
C5 1.52 3.93 3.86
H1 -2.27 2.75 4.94
H2 0.51 3.68 6.26
H3 0.04 1.93 5.98
H4 -0.71 1.39 3.29
H5 0.76 2.16 1.09
H6 2.37 4.16 1.94
H7 1.97 4.69 4.52
C6 4.79 1.94 3.64
C7 5.60 0.90 3.71
C8 6.99 1.03 4.21
O2 7.73 0.08 4.26
C9 7.43 2.38 4.64
C10 6.60 3.43 4.57
C11 5.22 3.28 4.06
O3 4.46 4.23 4.00
H8 3.77 1.85 3.28
H9 5.29 -0.09 3.40
H10 8.44 2.47 5.00
H11 6.90 4.42 4.87
C12 -4.47 -1.20 1.56
C13 -3.50 -0.68 2.31
C14 -3.60 0.69 2.84
O4 -2.71 1.17 3.53
C15 -4.81 1.47 2.51
C16 -5.78 0.96 1.76
C17 -5.68 -0.43 1.22
O5 -6.57 -0.90 0.54
H12 -4.41 -2.21 1.17
H13 -2.61 -1.24 2.57
H14 -4.86 2.48 2.90
H15 -6.67 1.51 1.50
C18 3.13 1.48 -0.80
C19 2.21 1.45 -1.77
C20 2.01 0.25 -2.61
O6 1.17 0.23 -3.48
C21 2.86 -0.93 -2.34
C22 3.79 -0.91 -1.37
C23 3.99 0.29 -0.53
O7 4.83 0.32 0.34
H16 3.29 2.35 -0.18
H17 1.57 2.30 -1.98
H18 2.70 -1.80 -2.96
H19 4.42 -1.76 -1.16
C24 -4.88 -1.80 -2.10
C25 -5.79 -1.83 -3.07
C26 -5.98 -3.04 -3.91
O8 -6.80 -3.06 -4.80
C27 -5.11 -4.21 -3.63
C28 -4.20 -4.17 -2.65
C29 -4.02 -2.97 -1.81
O9 -3.19 -2.94 -0.92
H20 -4.73 -0.93 -1.47
H21 -6.43 -0.99 -3.28
H22 -5.26 -5.08 -4.25
H23 -3.56 -5.02 -2.43
C30 3.96 -6.12 -2.41
C31 4.76 -7.18 -2.38
C32 6.17 -7.07 -1.91
O10 6.90 -8.04 -1.88
C33 6.64 -5.74 -1.48
C34 5.84 -4.67 -1.51
C35 4.44 -4.78 -1.98
O11 3.71 -3.81 -2.01
H24 2.94 -6.17 -2.75
H25 4.43 -8.16 -2.69
H26 7.67 -5.68 -1.14
H27 6.17 -3.69 -1.20
C36 -4.29 3.56 -4.53
C37 -4.85 2.88 -3.52
C38 -5.71 1.70 -3.77
O12 -6.22 1.09 -2.86
C39 -5.92 1.30 -5.18
C40 -5.36 1.97 -6.19
C41 -4.50 3.15 -5.94
O13 -3.99 3.76 -6.85
H28 -3.66 4.42 -4.36
H29 -4.71 3.17 -2.49
H30 -6.55 0.43 -5.35
H31 -5.50 1.69 -7.22

Output
charge: +1
E_LUMO: -0.148 Ha
E_HOMO: -0.429 Eh
F_max: 4.73 eV Å⁻¹
Kohn-Sham gap: 0.281 hartree

Löwdin atomic charge list, values in e, 4 entries: 0.084 -0.193 -0.039 -0.084

---

A molecular structure, C41H32Cl4N4O6V in a non-equilibrium geometry, computed with wB97M-V/def2-TZVPD.

Atoms and positions in Å:
V1 0.77 -0.15 -1.93
Cl1 -1.14 4.02 -6.89
C1 -0.60 2.65 -5.99
C2 -0.36 1.45 -6.63
Cl2 -0.67 1.30 -8.33
C3 0.14 0.36 -5.92
Cl3 0.48 -1.12 -6.74
C4 0.37 0.44 -4.55
O1 0.88 -0.48 -3.82
C5 0.08 1.67 -3.87
O2 0.34 1.69 -2.62
C6 -0.37 2.76 -4.62
Cl4 -0.68 4.25 -3.81
C7 4.43 1.92 -1.44
C8 5.21 0.97 -0.77
C9 4.71 -0.29 -0.59
C10 3.42 -0.61 -1.08
N1 2.65 0.35 -1.72
C11 3.17 1.55 -1.87
C12 2.79 -1.87 -0.97
C13 3.32 -3.01 -0.31
C14 2.61 -4.18 -0.30
C15 1.38 -4.25 -0.98
C16 0.91 -3.09 -1.58
N2 1.56 -1.94 -1.56
H1 4.80 2.93 -1.62
H2 6.19 1.24 -0.39
H3 5.28 -1.04 -0.07
H4 2.54 2.29 -2.37
H5 4.27 -2.94 0.20
H6 3.00 -5.06 0.21
H7 0.80 -5.16 -1.00
H8 -0.03 -3.10 -2.12
C17 -4.39 1.06 -2.93
C18 -3.14 0.21 -2.71
O3 -2.21 0.30 -3.51
C19 -3.13 -0.70 -1.59
C20 -4.27 -1.21 -0.96
C21 -4.20 -2.14 0.05
C22 -2.94 -2.56 0.52
C23 -1.80 -2.05 -0.02
C24 -1.83 -1.12 -1.09
O4 -0.76 -0.67 -1.59
H9 -4.08 1.96 -3.46
H10 -4.86 1.33 -1.99
H11 -5.10 0.53 -3.57
H12 -5.25 -0.89 -1.31
H13 -5.10 -2.55 0.49
H14 -2.88 -3.29 1.32
H15 -0.82 -2.32 0.35
C25 1.08 -2.87 6.37
C26 1.19 -2.02 5.13
C27 0.06 -1.54 4.50
C28 0.13 -0.78 3.35
C29 -1.14 -0.27 2.73
C30 1.38 -0.47 2.80
C31 2.54 -0.92 3.45
C32 3.90 -0.61 2.90
C33 2.43 -1.68 4.60
C34 1.47 0.33 1.48
O5 1.97 1.45 1.52
O6 1.00 -0.27 0.48
H16 0.15 -3.44 6.35
H17 1.07 -2.24 7.27
H18 1.92 -3.56 6.45
H19 -0.91 -1.79 4.92
H20 -1.93 -1.01 2.82
H21 -0.99 -0.05 1.68
H22 -1.47 0.64 3.24
H23 4.17 -1.36 2.16
H24 4.64 -0.62 3.70
H25 3.90 0.36 2.41
H26 3.33 -2.03 5.10
N3 -0.46 3.38 0.99
C35 -0.44 2.36 0.08
N4 -1.56 1.73 -0.03
C36 -2.40 2.33 0.88
C37 -3.71 2.03 1.21
C38 -4.33 2.81 2.17
C39 -3.65 3.86 2.79
C40 -2.34 4.16 2.50
C41 -1.71 3.38 1.54
H27 0.34 3.92 1.27
H28 0.45 2.13 -0.48
H29 -4.22 1.21 0.73
H30 -5.35 2.61 2.46
H31 -4.18 4.46 3.53
H32 -1.81 4.96 3.00

Output
charge: -2
E_LUMO (alpha / beta): 0.155 / 0.155 Ha
E_HOMO (alpha / beta): -0.001 / -0.066 Eh
F_max: 6.02 eV Å⁻¹
2S+1: 4
Kohn-Sham gap (alpha / beta): 0.156 / 0.221 hartree
energy above the lowest of the compared OMol25 structures with the same formula, charge and spin: 267.0 kJ/mol

Löwdin atomic charge list, values in e, 4 entries: 0.964 0.594 -0.737 -0.735

---

A molecular structure, C41H33F3MnN6O3 in a non-equilibrium geometry, computed with wB97M-V/def2-TZVPD.

Atoms and positions in Å:
Mn1 -0.21 -0.18 -0.45
C1 -2.27 -0.40 6.13
O1 -2.25 0.54 5.07
C2 -3.44 1.02 4.67
C3 -4.63 0.96 5.30
C4 -5.81 1.58 4.79
C5 -5.72 2.47 3.76
C6 -4.47 2.60 3.12
C7 -3.44 1.83 3.56
N1 -2.23 1.81 2.80
C8 -1.96 0.94 1.78
N2 -2.82 -0.09 1.72
C9 -2.84 -1.07 0.65
C10 -1.84 -1.36 -0.29
C11 -2.18 -2.28 -1.28
C12 -3.42 -2.86 -1.35
C13 -4.45 -2.53 -0.45
C14 -4.13 -1.71 0.63
O2 -4.88 -1.54 1.76
C15 -6.07 -2.36 1.95
N3 -0.99 1.13 0.91
C16 -0.21 2.30 0.99
C17 -0.75 3.60 1.13
C18 0.09 4.68 1.19
C19 1.44 4.62 0.97
C20 1.97 3.36 0.76
C21 1.17 2.18 0.79
O3 1.61 0.94 0.47
C22 2.97 0.46 0.74
H1 -1.24 -0.58 6.34
H2 -2.76 -1.33 5.83
H3 -2.85 -0.11 7.03
H4 -4.75 0.22 6.10
H5 -6.77 1.29 5.15
H6 -6.55 2.89 3.27
H7 -4.46 3.29 2.27
H8 -1.42 2.35 3.14
H9 -3.53 -0.26 2.43
H10 -1.36 -2.59 -1.89
H11 -3.67 -3.49 -2.23
H12 -5.42 -3.08 -0.46
H13 -5.86 -3.40 1.80
H14 -6.83 -2.04 1.20
H15 -6.39 -2.16 2.95
H16 -1.77 3.72 1.44
H17 -0.40 5.64 1.19
H18 2.05 5.57 1.02
H19 2.99 3.23 0.48
H20 2.92 -0.61 0.79
H21 3.26 0.89 1.66
H22 3.78 0.62 0.03
F1 6.13 -7.27 -2.02
C23 4.79 -7.25 -2.16
F2 4.53 -7.49 -3.47
F3 4.26 -8.33 -1.52
C24 4.14 -6.06 -1.64
C25 3.20 -6.13 -0.62
C26 2.40 -5.04 -0.28
C27 2.68 -3.80 -0.84
C28 3.72 -3.74 -1.80
C29 4.39 -4.84 -2.23
C30 1.79 -2.69 -0.63
C31 0.99 -1.76 -0.63
H23 2.99 -7.12 -0.18
H24 1.57 -5.10 0.40
H25 3.94 -2.79 -2.27
H26 5.16 -4.68 -3.00
N4 7.01 3.75 -6.71
C32 6.10 3.52 -6.04
C33 4.94 3.21 -5.26
C34 5.16 2.62 -4.01
C35 4.11 2.25 -3.23
C36 2.85 2.64 -3.73
C37 2.61 3.35 -4.90
C38 3.69 3.69 -5.66
N5 1.64 2.24 -3.01
C39 0.51 3.02 -2.91
C40 -0.47 2.22 -2.40
N6 0.06 0.93 -2.22
C41 1.31 1.02 -2.64
H27 6.24 2.46 -3.76
H28 4.21 1.84 -2.26
H29 1.64 3.68 -5.20
H30 3.46 4.27 -6.57
H31 0.54 4.06 -3.01
H32 -1.54 2.44 -2.28
H33 2.01 0.21 -2.66

Output
charge: +1
E_LUMO (alpha / beta): -0.115 / -0.093 Ha
E_HOMO (alpha / beta): -0.389 / -0.390 Eh
F_max: 3.55 eV Å⁻¹
2S+1: 5
Kohn-Sham gap (alpha / beta): 0.274 / 0.297 hartree
energy above the lowest of the compared OMol25 structures with the same formula, charge and spin: 0.9 kJ/mol

Löwdin atomic charge list, values in e, 4 entries: 0.866 -0.057 -0.044 -0.284

---

A molecular structure, C41H34As2BrCl2CrNO6, computed with wB97M-V/def2-TZVPD.

Atoms and positions in Å:
Cr1 -0.02 0.95 -0.10
Cl1 1.80 3.43 -0.67
C1 1.73 3.59 1.05
Cl2 0.33 2.59 1.70
H1 1.50 4.61 1.34
H2 2.63 3.21 1.53
C2 -0.63 -1.76 2.32
C3 -2.03 -1.41 1.82
As1 -2.19 0.41 1.08
C4 -2.55 1.50 2.62
C5 -3.50 2.52 2.52
C6 -3.74 3.34 3.61
C7 -3.05 3.15 4.80
C8 -2.10 2.14 4.90
C9 -1.85 1.32 3.81
C10 -3.89 0.36 0.19
C11 -4.09 0.95 -1.05
C12 -5.34 0.88 -1.65
C13 -6.38 0.24 -1.00
C14 -6.18 -0.34 0.25
C15 -4.94 -0.27 0.85
As2 0.86 -1.06 1.25
C16 1.21 -2.50 0.02
C17 0.15 -3.07 -0.67
C18 0.39 -4.05 -1.62
C19 1.69 -4.46 -1.87
C20 2.75 -3.89 -1.18
C21 2.52 -2.91 -0.23
C22 2.31 -1.14 2.50
C23 2.98 0.02 2.86
C24 4.02 -0.04 3.79
C25 4.38 -1.25 4.34
C26 3.71 -2.42 3.98
C27 2.68 -2.37 3.05
H3 -0.50 -2.85 2.37
H4 -0.46 -1.38 3.33
H5 -2.76 -1.49 2.62
H6 -2.35 -2.07 1.01
H7 -4.05 2.67 1.60
H8 -4.48 4.13 3.53
H9 -3.25 3.79 5.64
H10 -1.56 2.00 5.82
H11 -1.10 0.55 3.90
H12 -3.28 1.46 -1.55
H13 -5.50 1.33 -2.62
H14 -7.36 0.18 -1.46
H15 -7.00 -0.83 0.76
H16 -4.80 -0.71 1.83
H17 -0.87 -2.74 -0.49
H18 -0.44 -4.49 -2.16
H19 1.88 -5.23 -2.61
H20 3.76 -4.22 -1.38
H21 3.35 -2.47 0.30
H22 2.71 0.97 2.42
H23 4.55 0.87 4.05
H24 5.19 -1.30 5.06
H25 4.00 -3.37 4.41
H26 2.18 -3.28 2.75
Br1 -3.34 2.23 -7.25
C28 -2.83 1.36 -5.66
C29 -3.28 0.07 -5.42
C30 -2.91 -0.57 -4.24
C31 -2.12 0.09 -3.31
C32 -1.68 1.38 -3.56
C33 -2.02 2.02 -4.75
C34 -0.79 2.11 -2.61
O1 0.08 2.85 -2.99
O2 -1.10 1.93 -1.31
H27 -3.90 -0.43 -6.15
H28 -3.24 -1.58 -4.06
H29 -1.83 -0.41 -2.40
H30 -1.65 3.01 -4.95
O3 1.26 -1.07 -3.27
C35 1.69 -0.41 -2.36
O4 0.91 0.19 -1.47
C36 3.15 -0.15 -2.16
C37 4.04 -0.53 -3.17
C38 5.40 -0.35 -3.00
C39 5.91 0.20 -1.83
C40 5.00 0.56 -0.85
C41 3.64 0.41 -0.99
N1 5.50 1.15 0.41
O5 4.68 1.62 1.18
O6 6.68 1.04 0.65
H31 3.64 -0.96 -4.07
H32 6.09 -0.64 -3.79
H33 6.96 0.34 -1.67
H34 2.99 0.72 -0.19

Output
charge: +1
E_LUMO (alpha / beta): -0.159 / -0.133 Ha
E_HOMO (alpha / beta): -0.398 / -0.398 Eh
F_max: 0.74 eV Å⁻¹
2S+1: 4
Kohn-Sham gap (alpha / beta): 0.239 / 0.264 hartree
energy above the lowest of the compared OMol25 structures with the same formula, charge and spin: 0.0 kJ/mol

Löwdin atomic charge list, values in e, 4 entries: 0.381 0.731 -0.828 0.661

---

A molecular structure, C41H34BF2GeI3N2O5Pd in a non-equilibrium geometry, computed with wB97M-V/def2-TZVPD.

Atoms and positions in Å:
Pd1 -0.04 -2.15 -1.42
I1 -5.84 -5.89 -4.20
C1 -4.68 -4.21 -3.50
C2 -4.89 -3.69 -2.21
C3 -4.08 -2.70 -1.66
I2 -4.48 -1.89 0.36
C4 -2.87 -2.33 -2.31
O1 -2.04 -1.46 -1.84
C5 -2.58 -3.03 -3.55
C6 -1.28 -3.00 -4.25
N1 -0.06 -2.92 -3.34
C7 0.69 -4.23 -3.43
C8 1.45 -4.50 -2.22
C9 2.16 -5.74 -2.03
C10 2.86 -5.94 -0.82
C11 2.78 -4.94 0.18
C12 2.00 -3.86 -0.04
N2 1.28 -3.67 -1.18
C13 -3.61 -3.71 -4.23
H1 -5.77 -4.02 -1.70
H2 -1.22 -2.14 -4.91
H3 -1.27 -3.90 -4.93
H4 0.51 -2.14 -3.67
H5 1.37 -4.17 -4.29
H6 -0.04 -5.11 -3.69
H7 2.33 -6.40 -2.91
H8 3.49 -6.83 -0.66
H9 3.30 -5.06 1.10
H10 1.88 -3.04 0.68
H11 -3.53 -3.86 -5.33
F1 2.50 1.09 0.09
B1 2.34 -0.26 -0.17
F2 3.16 -0.99 0.69
I3 7.36 -1.45 -6.79
C14 5.74 -1.01 -5.58
C15 5.99 -1.11 -4.23
C16 5.04 -0.81 -3.29
C17 3.75 -0.45 -3.69
C18 3.45 -0.53 -5.12
C19 4.41 -0.85 -6.04
C20 2.63 -0.17 -2.72
O2 1.52 0.25 -3.10
O3 2.80 -0.73 -1.50
H12 6.90 -1.54 -3.93
H13 5.29 -0.74 -2.26
H14 2.48 -0.35 -5.50
H15 4.02 -0.99 -7.06
O4 0.78 -0.74 -0.01
C21 -0.14 -0.21 0.85
O5 -1.20 0.20 0.48
C22 0.28 -0.28 2.39
C23 -0.53 0.59 3.40
Ge1 -1.06 2.46 3.09
C24 -1.54 3.21 4.84
C25 -2.78 2.83 5.32
C26 -3.19 3.16 6.60
C27 -2.38 3.78 7.49
C28 -1.09 4.09 7.07
C29 -0.66 3.80 5.82
C30 0.48 3.63 2.64
C31 0.48 4.92 3.22
C32 1.65 5.65 3.16
C33 2.60 5.32 2.25
C34 2.49 4.21 1.45
C35 1.46 3.31 1.67
C36 -2.43 2.93 1.91
C37 -2.74 4.23 1.55
C38 -3.97 4.53 0.97
C39 -4.92 3.53 0.76
C40 -4.56 2.22 0.99
C41 -3.33 1.88 1.51
H16 1.31 0.12 2.22
H17 0.22 -1.35 2.69
H18 -0.03 0.68 4.35
H19 -1.50 0.09 3.62
H20 -3.43 2.34 4.62
H21 -4.18 2.79 6.86
H22 -2.72 3.88 8.55
H23 -0.31 4.51 7.76
H24 0.33 4.12 5.52
H25 -0.34 5.33 3.83
H26 1.79 6.59 3.79
H27 3.60 5.88 2.17
H28 3.20 4.00 0.67
H29 1.44 2.39 1.13
H30 -2.02 5.04 1.68
H31 -4.11 5.60 0.68
H32 -5.95 3.77 0.40
H33 -5.15 1.36 0.74
H34 -3.03 0.81 1.54

Output
E_LUMO (alpha / beta): -0.017 / -0.126 Ha
E_HOMO (alpha / beta): -0.211 / -0.301 Eh
F_max: 4.65 eV Å⁻¹
2S+1: 5
Kohn-Sham gap (alpha / beta): 0.194 / 0.175 hartree
energy above the lowest of the compared OMol25 structures with the same formula, charge and spin: 135.9 kJ/mol

Löwdin atomic charge list, values in e, 4 entries: 0.951 0.828 -0.667 -0.209